{
  "formula": "C3H12P2Si",
  "method": "wB97M-V/def2-TZVPD",
  "total_charge": 0,
  "gap_ha": 0.300,
  "lumo_energy_ev": 0.31,
  "smiles": "C[Si](C)=P.CP",
  "de_lowest_kcal_mol": 48.7,
  "spin_multiplicity": 1,
  "energy_ha": -1093.59130,
  "species": ["C", "C", "C", "Si", "P", "P", "H", "H", "H", "H", "H", "H", "H", "H", "H", "H", "H", "H"],
  "xyz": [[0.0823, -2.7219, 1.6001], [0.3951, 3.4982, -0.5137], [-1.0790, -1.6029, -0.9134], [0.6172, -1.7980, 0.0180], [0.0683, 1.8831, 0.4206], [2.5377, -1.2136, -0.5638], [-0.7182, -2.1967, 2.1298], [-0.1424, -3.6843, 1.3667], [0.9027, -2.7273, 2.3977], [0.1044, 3.4945, -1.5198], [-0.1581, 4.2459, -0.1119], [1.4418, 3.7157, -0.4658], [-1.3400, -2.4430, -1.3663], [-1.7889, -1.3544, -0.2524], [-0.9850, -0.7593, -1.7120], [-1.0019, 1.6669, -0.4042], [-0.9540, 2.2729, 1.3006], [2.0180, -0.2759, -1.4104]]
}



{
  "formula": "C5H7FS",
  "method": "wB97M-V/def2-TZVPD",
  "total_charge": 0,
  "gap_ha": 0.286,
  "lumo_energy_ev": -0.79,
  "de_lowest_kcal_mol": 61.0,
  "spin_multiplicity": 1,
  "energy_ha": -692.65098,
  "species": ["C", "C", "C", "C", "C", "F", "S", "H", "H", "H", "H", "H", "H", "H"],
  "xyz": [[-0.3882, 1.8278, -1.5323], [-1.6341, 2.1788, -1.5086], [0.1831, 0.8428, -0.5522], [-0.8359, -0.1998, -0.0691], [-0.2620, -1.0024, 1.0915], [-2.4927, 2.9529, -2.0883], [-2.3847, 0.6086, 0.4490], [0.3161, 2.2614, -2.2376], [1.0298, 0.3217, -1.0044], [0.5590, 1.3989, 0.3109], [-1.0913, -0.8648, -0.8989], [-0.9423, -1.8033, 1.3733], [-0.1148, -0.3571, 1.9567], [0.6971, -1.4386, 0.8126]]
}



{
  "formula": "C16H39N3O7P",
  "method": "wB97M-V/def2-TZVPD",
  "total_charge": -1,
  "gap_ha": 0.263,
  "lumo_energy_ev": 2.66,
  "de_lowest_kcal_mol": 0.0,
  "spin_multiplicity": 1,
  "energy_ha": -1665.31985,
  "species": ["C", "C", "N", "P", "C", "O", "C", "O", "O", "H", "H", "H", "H", "H", "H", "H", "H", "H", "C", "O", "C", "C", "N", "C", "C", "O", "C", "H", "H", "H", "H", "H", "H", "H", "H", "H", "H", "H", "H", "H", "H", "H", "C", "O", "C", "C", "N", "C", "C", "O", "C", "H", "H", "H", "H", "H", "H", "H", "H", "H", "H", "H", "H", "H", "H", "H"],
  "xyz": [[-2.6303, -2.1011, 4.1462], [-2.0058, -2.8855, 3.0178], [-2.6149, -4.2486, 2.8873], [-1.3648, -5.4043, 2.8206], [-2.1275, -6.9827, 2.2836], [-0.9559, -5.7251, 4.4314], [-2.0386, -2.1291, 1.6740], [-2.9440, -2.3438, 0.8448], [-1.0865, -1.3309, 1.5200], [-2.5180, -2.6259, 5.0982], [-2.0980, -1.1630, 4.2634], [-3.6921, -1.9178, 4.0048], [-0.9489, -3.0047, 3.2579], [-3.2224, -4.4055, 3.6867], [-1.4048, -7.5048, 1.6662], [-3.0244, -6.8508, 1.6854], [-2.3719, -7.6659, 3.0992], [-0.3124, -5.0429, 4.6330], [1.5128, 5.6308, -0.0154], [0.3896, 5.3722, 0.7971], [-0.5596, 4.4816, 0.2085], [-0.5730, 3.1369, 0.9046], [0.6413, 2.3807, 0.6396], [0.8054, 1.1851, 1.4723], [0.9139, 1.3592, 2.9787], [2.1088, 2.0033, 3.4262], [2.0806, 3.4126, 3.3847], [2.0655, 6.4547, 0.4362], [2.1791, 4.7628, -0.0729], [1.2132, 5.9254, -1.0267], [-0.3869, 4.3685, -0.8651], [-1.5425, 4.9440, 0.3378], [-1.4320, 2.5609, 0.5505], [-0.7085, 3.3293, 1.9784], [1.4399, 2.9860, 0.7796], [1.7200, 0.6903, 1.1322], [-0.0187, 0.5001, 1.2546], [0.9434, 0.3568, 3.4084], [0.0331, 1.8488, 3.4111], [1.0823, 3.8115, 3.5830], [2.4499, 3.7891, 2.4256], [2.7582, 3.7813, 4.1586], [-0.0520, -2.5908, -5.1360], [1.0266, -2.3743, -4.2509], [2.1057, -1.6380, -4.8050], [2.1976, -0.2505, -4.2015], [1.0956, 0.5970, -4.6389], [0.9705, 1.8547, -3.9014], [0.6930, 1.7973, -2.3999], [-0.5860, 1.3101, -2.0611], [-0.7131, -0.1064, -2.0024], [-0.7181, -3.3150, -4.6704], [-0.6192, -1.6714, -5.3154], [0.2943, -2.9974, -6.0922], [2.0426, -1.5904, -5.8970], [3.0197, -2.1830, -4.5492], [3.1431, 0.2093, -4.5077], [2.2133, -0.3703, -3.1111], [0.2293, 0.0857, -4.5398], [0.1475, 2.4066, -4.3643], [1.8796, 2.4441, -4.0699], [0.7174, 2.8235, -2.0299], [1.4683, 1.2617, -1.8423], [0.2057, -0.5851, -1.6586], [-1.0143, -0.5132, -2.9745], [-1.5019, -0.3433, -1.2886]]
}



{
  "formula": "C4H9NS",
  "method": "wB97M-V/def2-TZVPD",
  "total_charge": 0,
  "gap_ha": 0.361,
  "lumo_energy_ev": 1.05,
  "smiles": "S[C@@H]1CCNC1",
  "de_lowest_kcal_mol": 14.1,
  "spin_multiplicity": 1,
  "energy_ha": -610.73121,
  "species": ["C", "C", "C", "C", "H", "H", "H", "H", "H", "H", "H", "H", "H", "N", "S"],
  "xyz": [[0.4940, -0.8730, -0.2881], [0.3286, -0.2797, 1.1165], [-0.0504, 1.2092, 0.8730], [-0.2005, 0.1295, -1.2167], [-1.3389, -2.3367, -0.4055], [1.5576, -0.8795, -0.5340], [1.2445, -0.3587, 1.6861], [-0.4028, -0.7856, 1.6573], [0.6353, 1.8481, 1.4311], [-1.1427, 1.3577, 1.1748], [-0.1277, 2.2040, -0.9929], [-1.3189, -0.0662, -1.2347], [0.1856, 0.0370, -2.2018], [0.1684, 1.3379, -0.5407], [-0.0323, -2.5440, -0.5244]]
}



{
  "formula": "C4H10Cl4Hg2O2",
  "method": "wB97M-V/def2-TZVPD",
  "total_charge": 2,
  "gap_ha": 0.119,
  "lumo_energy_ev": -12.17,
  "de_lowest_kcal_mol": 5.8,
  "spin_multiplicity": 1,
  "energy_ha": -2455.61809,
  "species": ["Hg", "Hg", "C", "O", "H", "H", "H", "C", "O", "H", "H", "H", "C", "Cl", "Cl", "H", "H", "C", "Cl", "Cl", "H", "H"],
  "xyz": [[-0.9794, -1.5341, 2.0745], [1.0761, -1.7123, -0.6069], [-0.2799, 1.1226, 0.2113], [-0.4431, -0.3063, 0.2248], [0.7150, 1.4305, -0.1026], [-1.0614, 1.6031, -0.3879], [-0.4909, 1.5333, 1.2036], [1.0329, -4.0395, 1.7205], [0.4566, -2.8804, 1.0592], [1.9427, -4.3021, 1.1742], [1.2595, -3.8618, 2.7672], [0.4012, -4.9196, 1.5840], [3.7603, 3.0434, -0.4678], [3.2640, 1.5539, -1.3604], [2.6716, 4.3656, -0.8279], [3.7110, 2.8618, 0.5973], [4.7684, 3.2698, -0.7899], [-4.2905, 0.5793, -1.4638], [-5.7860, 1.1161, -2.2687], [-3.3727, -0.4882, -2.5141], [-3.7301, 1.4844, -1.2641], [-4.6254, 0.0807, -0.5626]]
}